1.
The following is a DFT calculation (ωB97M-V/def2-TZVPD) of the molecule C4H5N3O in a non-equilibrium geometry.

For the total energy, the calculation gives -10744.8150 eV. The calculation puts the LUMO energy at 0.942 eV. As for the SMILES: O=CNc1c[nH]cn1. Its total charge is 0.

Element x y z (Å)
1 O -0.2292 1.1365 -2.0125
2 C -0.4620 1.8972 -1.1457
3 N -0.1296 1.5656 0.0853
4 C 0.2566 0.2550 0.3448
5 C 0.2679 -0.8731 -0.5629
6 N 0.3091 -2.0273 0.3382
7 C 0.0074 -1.7020 1.5750
8 N 0.0998 -0.3559 1.6681
9 H -1.1572 2.8239 -1.3443
10 H 0.1372 2.1989 0.9543
11 H 0.5501 -0.6211 -1.5760
12 H 0.0768 -2.8802 -0.1813
13 H -0.1479 -2.3527 2.3397

2.
The following is a DFT calculation (ωB97M-V/def2-TZVPD) of the molecule C4H5N3O in a non-equilibrium geometry.

For the total energy, the calculation gives -10743.7630 eV. The calculation puts the LUMO energy at -0.263 eV. As for the SMILES: Cc1[nH]ncc1N=O. Its total charge is 0.

Element x y z (Å)
1 C 0.7674 1.5031 -0.0351
2 C -0.1233 0.3150 0.0274
3 N -1.4479 0.3416 0.0273
4 N -2.0050 -0.8617 0.1192
5 C -1.0310 -1.7126 -0.0049
6 C 0.2415 -1.0518 -0.0870
7 N 1.5604 -1.5688 -0.0716
8 O 2.4806 -0.7858 0.1719
9 H 1.7643 1.2431 -0.5119
10 H 0.3404 2.2558 -0.6345
11 H 0.9467 1.9403 0.9763
12 H -2.0962 1.1377 0.1019
13 H -1.3980 -2.7559 -0.0792

3.
The following is a DFT calculation (ωB97M-V/def2-TZVPD) of a cluster of 2 separate species, C4H5N3O in total in a non-equilibrium geometry.

For the total energy, the calculation gives -10741.1780 eV. The calculation puts the LUMO energy (spin up / spin down) at 0.114 / -0.615 eV. Its total charge is 0.

Element x y z (Å)
1 C -1.1676 0.9959 -0.6418
2 C -1.3300 0.5849 0.7486
3 C -0.1862 0.2016 -1.1382
4 C -0.5561 -0.5412 0.9155
5 N 2.5669 0.3723 0.1829
6 N 0.1544 -0.7826 -0.2322
7 N 1.1682 -1.6649 -0.4691
8 O 1.5914 0.9709 0.2651
9 H -1.7721 1.8495 -0.9214
10 H -2.0214 1.1671 1.3089
11 H 0.3537 0.0799 -2.1286
12 H -0.2381 -1.2501 1.6410
13 H 1.4370 -1.9834 0.4693

4.
The following is a DFT calculation (ωB97M-V/def2-TZVPD) of the molecule C4H5N3O in a non-equilibrium geometry.

For the total energy, the calculation gives -10742.8305 eV. The calculation puts the LUMO energy at 0.172 eV. As for the SMILES: N/N=c1/ccnco1. Its total charge is 0.

Element x y z (Å)
1 N 1.5850 -0.1741 -2.2526
2 N 1.0796 -1.0263 -1.2312
3 C 0.3963 -0.4650 -0.4001
4 C -0.1812 -1.1542 0.8685
5 C -0.9656 -0.4337 1.7452
6 N -1.5752 0.7715 1.5850
7 C -0.8368 1.4317 0.6404
8 O -0.0308 0.9354 -0.3683
9 H 2.2932 -0.9195 -2.8131
10 H 2.0428 0.7851 -2.0179
11 H 0.2334 -2.1017 0.9435
12 H -1.4746 -0.9312 2.5323
13 H -0.9496 2.4146 0.4689

5.
The following is a DFT calculation (ωB97M-V/def2-TZVPD) of the molecule C4H5N3O in a non-equilibrium geometry.

For the total energy, the calculation gives -10740.9202 eV. The calculation puts the LUMO energy (spin up / spin down) at 0.015 / 0.013 eV. Its total charge is 0.

Element x y z (Å)
1 C -0.7047 -1.5488 -0.0181
2 C -1.8337 -0.7649 -0.1468
3 C 1.3835 -0.4297 -0.0518
4 C 3.0760 1.2855 0.0491
5 N 0.5486 -1.3169 0.0539
6 N 2.3987 0.2441 -0.0691
7 N -1.7243 0.4910 0.0872
8 O -2.6081 1.4565 0.0964
9 H -0.9208 -2.6429 -0.0501
10 H -2.7458 -1.3523 -0.1391
11 H 2.5380 2.2084 0.1108
12 H 4.1323 1.2006 0.2478
13 H -3.5397 1.1693 -0.1704

6.
The following is a DFT calculation (ωB97M-V/def2-TZVPD) of the molecule C4H5N3O in a non-equilibrium geometry.

For the total energy, the calculation gives -10738.9532 eV. The calculation puts the LUMO energy (spin up / spin down) at 0.551 / -2.511 eV. The expectation value of S² is 2.027. Its multiplicity is 3. Its total charge is 0.

Element x y z (Å)
1 C -0.6073 -0.9102 0.0529
2 C 0.6549 -0.6752 -0.1989
3 C -2.8452 0.0907 -0.1249
4 C 2.7977 0.1097 0.2664
5 N -1.5989 -0.1748 -0.6659
6 N 1.8391 -0.5103 -0.5226
7 N -2.1533 1.2741 -0.1119
8 O -3.9179 -0.2909 0.1518
9 H -0.9996 -1.5882 0.7908
10 H 2.5516 -0.0879 1.3751
11 H 2.7715 1.1860 -0.1393
12 H 3.8337 -0.3344 0.0041
13 H -2.3262 1.9113 -0.8776

7.
The following is a DFT calculation (ωB97M-V/def2-TZVPD) of the molecule C4H5N3O2 in a non-equilibrium geometry.

For the total energy, the calculation gives -12792.1545 eV. The calculation puts the LUMO energy at 0.352 eV. As for the SMILES: O=C[C@@H](O)n1cncn1. Its total charge is 0.

Element x y z (Å)
1 O 2.4488 -1.5163 0.0193
2 C 1.8222 -0.7724 0.6932
3 C 1.0716 0.4968 0.2518
4 O 1.6286 1.0845 -1.0982
5 N -0.2789 0.2296 -0.0136
6 C -1.2717 0.0593 0.8758
7 N -2.3740 -0.1910 0.2483
8 C -2.0408 -0.2752 -1.0345
9 N -0.7633 0.0517 -1.2410
10 H 1.6782 -1.0999 1.7977
11 H 1.1190 1.2698 0.9493
12 H 0.8958 0.8911 -1.7193
13 H -1.0615 0.0751 1.9540
14 H -2.8739 -0.3031 -1.6828

8.
The following is a DFT calculation (ωB97M-V/def2-TZVPD) of a structure of composition C4H5N3O3PtS8 in a non-equilibrium geometry.

For the total energy, the calculation gives -104771.9893 eV. The calculation puts the LUMO energy (spin up / spin down) at 4.306 / 4.168 eV. The expectation value of S² is 2.013. Its multiplicity is 3. Its total charge is -2.

Element x y z (Å)
1 Pt -0.7058 0.3927 0.8746
2 S -4.2793 -6.0270 0.7890
3 C -3.5500 -4.5381 0.8436
4 S -3.5450 -3.4268 -0.4754
5 C -2.6018 -2.1459 0.2708
6 C -2.1858 -2.3831 1.5402
7 S -1.2348 -1.3335 2.5239
8 S -2.7064 -3.9222 2.2175
9 S -2.3148 -0.7030 -0.6237
10 N 0.0246 1.8622 -1.7212
11 N 1.1015 1.3677 -2.4323
12 C 1.8215 0.2876 -2.0082
13 N 2.9794 0.1369 -2.7397
14 S 1.4720 -0.8199 -0.8331
15 H -0.7483 2.0886 -2.3287
16 H 0.2851 2.6379 -1.1110
17 H 1.6403 2.0482 -2.9509
18 H 2.9969 0.4737 -3.6906
19 H 3.4210 -0.7522 -2.5827
20 O 1.0696 2.8612 4.3201
21 S 1.7619 3.0063 3.0524
22 O 2.9299 2.1576 2.8873
23 O 1.9686 4.3887 2.6379
24 S 0.3996 2.3424 1.5402

9.
The following is a DFT calculation (ωB97M-V/def2-TZVPD) of the molecule C4H5N3OS in a non-equilibrium geometry.

For the total energy, the calculation gives -21578.2074 eV. The calculation puts the LUMO energy at 0.380 eV. As for the SMILES: Cc1nnc(/C=N\O)s1. Its total charge is 0.

Element x y z (Å)
1 C -2.0500 0.8256 -2.5719
2 C -1.1403 0.5020 -1.3918
3 N -0.8818 1.3603 -0.4421
4 N -0.0393 0.9001 0.4870
5 C 0.3318 -0.2647 0.2314
6 C 1.2389 -1.1061 1.1848
7 N 1.7527 -0.7072 2.2691
8 O 1.5000 0.5942 2.6608
9 S -0.3138 -1.0279 -1.1337
10 H -1.5423 0.5633 -3.4818
11 H -2.3478 1.9978 -2.3453
12 H -2.9694 -0.0424 -2.4154
13 H 1.6487 -2.1837 0.8213
14 H 2.1279 0.7457 3.3613

10.
The following is a DFT calculation (ωB97M-V/def2-TZVPD) of the molecule C4H5N3S in a non-equilibrium geometry.

For the total energy, the calculation gives -19532.1228 eV. The calculation puts the LUMO energy at 0.067 eV. As for the SMILES: C=CN/C(C#N)=N\S. Its total charge is 0.

Element x y z (Å)
1 C -1.4511 1.6642 0.8181
2 C -0.7311 1.8405 -0.2882
3 N 0.2652 0.9729 -0.7634
4 C 0.6968 -0.1852 -0.0949
5 C 2.1451 -0.0713 0.1373
6 N 3.2795 -0.2491 0.2827
7 N 0.0706 -1.2419 0.3166
8 S -1.5160 -1.2810 -0.1817
9 H -1.3009 0.7071 1.4523
10 H -2.1940 2.3894 1.2807
11 H -0.8735 2.6412 -0.9810
12 H 1.0919 1.5096 -1.1553
13 H -1.7336 -2.6130 0.0251